The following is a quantum chemistry calculation of a cluster of 9 separate species, C9H33BI2NO12 in total, from OMol25.

Values from the calculation:
charge = +1
2S+1 = 1
highest occupied orbital energy = -11.049 eV
Kohn-Sham gap = 8.36 eV

Last column: natural (NBO) charge in e.
Element x y z (Å)
C -0.33841 2.92987 -0.92986  -0.670
C -0.95412 2.51359 0.40718  -0.082
O 0.00571 1.84388 1.26680  -0.531
C 0.19062 0.54239 0.89221  0.246
C -0.55012 -0.49303 1.70961  -0.111
O -0.52145 -1.71090 1.01776  -0.524
C 0.81461 -2.24990 0.77181  -0.172
B 1.17631 -3.01182 2.16553  1.208
O 2.29536 -2.63587 2.88398  -0.937
O 0.34347 -4.00760 2.55879  -0.936
C 0.65204 -3.24520 -0.37657  -0.187
I -1.28069 -3.38601 -1.23535  0.195
C 1.59788 -4.04151 -0.88031  -0.129
C 1.42622 -4.99164 -2.03692  -0.685
I 3.51232 -4.13605 -0.00900  0.178
C 1.84952 -1.17000 0.36775  -0.268
N 1.63096 0.16801 1.00999  -0.524
H 0.67255 2.55394 -1.04953  0.224
H -0.91345 2.43395 -1.71378  0.200
H -0.40583 3.99292 -1.13006  0.257
H -1.78506 1.83600 0.23009  0.189
H -1.30159 3.38850 0.93473  0.227
H -0.07398 0.34699 -0.15098  0.198
H -1.58567 -0.16199 1.77472  0.233
H -0.16623 -0.55765 2.73838  0.168
H 2.15326 -1.76901 3.28311  0.501
H -0.51604 -3.68712 2.88616  0.541
H 0.80206 -5.82976 -1.73450  0.245
H 1.03253 -4.48966 -2.91181  0.258
H 2.39159 -5.40147 -2.31963  0.234
H 1.91718 -1.02331 -0.70772  0.242
H 2.82608 -1.50386 0.70704  0.264
H 2.24094 0.88732 0.62226  0.444
H 1.86909 0.10378 2.00634  0.444
O -2.03221 -3.28276 3.92450  -0.946
H -1.77919 -3.09658 4.83533  0.487
H -2.68809 -2.61545 3.70021  0.484
O 1.76992 2.35580 -3.20078  -0.952
H 1.02836 2.34427 -3.81342  0.476
H 2.15553 3.23055 -3.31825  0.480
O -2.87390 5.11431 0.54974  -0.950
H -2.46753 5.74444 1.15305  0.473
H -3.39538 5.66354 -0.04483  0.480
O 3.19622 0.03005 3.76103  -0.974
H 3.98507 -0.47820 3.98633  0.503
H 3.52852 0.91165 3.56101  0.489
O 0.67821 6.18234 -1.69652  -0.942
H 1.08628 6.16399 -0.82565  0.467
H 0.34623 7.08170 -1.78057  0.477
O 0.33048 -4.33133 -5.27438  -0.944
H 0.06959 -4.65995 -6.14008  0.478
H -0.41535 -3.79514 -4.98732  0.469
O -3.52494 3.22108 -2.96657  -0.932
H -3.27973 3.39639 -2.05158  0.472
H -3.02522 2.43742 -3.20904  0.462
O -4.24169 1.67077 0.27384  -0.950
H -4.34955 0.79961 -0.12145  0.471
H -5.10934 1.87369 0.63717  0.483

Forces on the atoms, in the same order (eV/Å):
C -0.64 -0.74 -0.12
C 0.30 0.34 -0.43
O 0.26 0.03 0.30
C -0.23 -0.11 -0.25
C -0.32 0.19 -0.05
O 0.37 0.01 -0.05
C -0.54 0.19 0.24
B 0.03 -0.66 -0.27
O -0.39 0.17 0.19
O 0.42 0.52 0.22
C 0.26 -0.12 -0.08
I 0.30 0.04 0.00
C -0.42 0.09 -0.02
C 0.65 0.01 0.30
I -0.05 -0.06 0.03
C 0.44 -0.21 -0.20
N -0.14 -0.13 0.33
H 0.21 0.26 0.05
H 0.09 0.09 -0.22
H 0.25 0.15 0.15
H -0.23 0.09 0.30
H -0.12 -0.12 0.35
H 0.06 0.20 -0.14
H -0.10 -0.15 0.00
H 0.13 0.00 0.04
H 0.45 0.10 0.17
H -0.41 -0.37 -0.10
H -0.25 0.01 -0.10
H -0.30 -0.01 -0.09
H 0.02 -0.05 -0.04
H -0.28 0.16 -0.07
H 0.03 -0.04 -0.04
H -0.06 0.00 -0.28
H 0.15 0.05 0.08
O 0.22 0.17 -0.07
H -0.05 -0.10 0.04
H -0.07 -0.06 -0.03
O 0.08 0.00 -0.01
H 0.00 -0.03 -0.05
H 0.02 0.01 0.00
O 0.05 0.08 -0.04
H -0.03 0.01 0.04
H -0.05 -0.03 -0.03
O -0.08 0.08 -0.35
H -0.04 -0.10 0.01
H 0.02 0.09 0.22
O -0.02 -0.02 0.10
H 0.06 0.00 0.00
H -0.01 0.02 -0.11
O -0.06 0.07 0.06
H 0.06 -0.05 -0.03
H -0.02 0.00 0.00
O 0.05 0.07 0.05
H -0.07 -0.05 0.05
H -0.01 -0.04 -0.04
O 0.12 -0.19 0.01
H -0.07 0.02 -0.07
H 0.00 0.12 0.01

The following is a quantum chemistry calculation of a cluster of 8 separate species, C9H33N10O8 in total, from OMol25.

Values from the calculation:
charge = 0
2S+1 = 2
highest occupied orbital energy (alpha / beta) = -9.120 / -9.115 eV
Kohn-Sham gap (alpha / beta) = 8.88 / 3.68 eV

Last column: Löwdin spin population.
Element x y z (Å)
O 2.55201 -1.98216 8.66169  0.014
H 2.81449 -2.66724 9.30690  0.000
C 4.66809 -3.46794 4.86283  0.000
C 3.82159 -2.62356 5.80817  0.000
O 3.62600 -3.47005 6.88583  0.002
H 4.26048 -4.43680 4.57429  0.000
H 5.61904 -3.62415 5.37214  0.000
H 4.89608 -2.93676 3.93873  0.000
H 2.91602 -2.39029 5.24814  0.000
H 4.38353 -1.70983 6.00162  0.000
H 3.13596 -2.89537 7.47846  0.000
C 2.48031 1.61168 9.04414  0.001
C 3.53922 1.03856 8.07944  0.009
O 2.99075 0.05589 7.24274  0.004
H 3.01769 2.27029 9.72646  0.000
H 2.09397 0.76947 9.61817  0.000
H 1.75392 2.13297 8.42066  0.000
H 4.39248 0.63626 8.62551  0.004
H 4.04368 1.85175 7.55757  0.001
H 2.89438 -0.78053 7.70395  0.000
C 4.71082 -4.92173 12.29746  0.000
O 5.46191 -5.01745 11.36904  0.001
N 4.97839 -5.28053 13.55104  0.000
N 3.42367 -4.66966 12.22216  0.000
H 4.22833 -5.24511 14.22650  0.000
H 5.91338 -5.23589 13.93038  0.000
H 2.79924 -4.70078 13.01540  0.000
H 3.07680 -4.48332 11.29208  0.000
C 3.35724 -1.12279 12.60383  0.000
O 4.49297 -0.60341 12.36932  -0.001
N 2.38585 -1.31340 11.73730  0.000
N 2.90588 -1.57849 13.76084  0.000
H 2.58011 -1.24418 10.74858  0.000
H 1.61915 -1.93567 11.94954  0.000
H 3.59958 -1.53915 14.49388  0.000
H 2.00950 -2.04328 13.78503  0.000
C 0.93222 -5.27324 9.54856  0.000
O 0.61361 -6.16001 10.30170  0.000
N 1.04492 -4.05287 9.92965  0.000
N 1.29503 -5.48406 8.33634  0.000
H 1.23265 -3.31142 9.27001  0.000
H 0.87902 -3.83284 10.90133  0.000
H 1.62704 -4.70139 7.79110  0.000
H 1.21944 -6.40810 7.93566  0.000
C -0.65895 -1.44574 8.08285  0.000
O -1.85117 -1.40920 7.83412  0.000
N -0.02271 -0.76166 8.97518  0.000
N 0.27799 -2.00500 7.34214  0.001
H 0.97862 -0.83740 9.08336  0.000
H -0.61915 -0.32734 9.66491  0.000
H 0.13238 -2.54444 6.50077  0.000
H 1.20106 -1.84782 7.72074  0.000
C 6.32649 -1.80723 9.34197  0.064
O 7.30350 -1.61760 10.06189  0.636
N 6.41856 -2.47120 8.20847  -0.014
N 5.13278 -1.53191 9.74776  0.267
H 5.67699 -2.56968 7.52989  0.001
H 7.31547 -2.84781 7.93679  -0.001
H 4.96094 -1.18544 10.68079  0.005
H 4.27357 -1.83719 9.31342  0.007

Forces on the atoms, in the same order (eV/Å):
O 1.41 -0.60 2.11
H -0.42 0.21 -0.53
C 0.78 0.61 -0.50
C 0.88 -1.42 -2.91
O 0.11 -0.16 0.46
H -0.28 0.10 0.36
H 0.21 -0.35 -0.12
H 0.00 0.12 -0.07
H -0.42 0.40 0.45
H -0.25 0.28 0.40
H -0.62 0.10 1.31
C 1.50 -0.44 -0.62
C -0.20 -0.08 0.84
O 0.38 1.40 -1.50
H -0.35 0.30 0.10
H -0.42 0.36 -0.02
H -0.29 -0.11 0.50
H 0.11 -0.41 0.59
H -0.51 -0.01 -0.79
H 0.17 -0.02 0.62
C 0.11 -1.44 0.71
O 1.38 0.82 -1.54
N 1.61 -0.47 3.12
N -3.12 1.54 -1.76
H 0.48 0.01 -0.03
H -0.16 -0.17 -0.32
H 0.15 -0.02 -0.54
H -0.45 -0.28 0.24
C 2.03 0.73 -0.28
O -2.30 -1.24 0.31
N -1.28 0.03 -3.72
N 1.46 0.07 2.55
H -0.20 0.26 -0.14
H 0.21 0.32 -0.09
H -0.70 -0.36 0.43
H 0.58 0.19 0.73
C -0.53 -3.01 1.65
O -0.89 -1.70 1.62
N 0.55 5.21 2.09
N 1.12 -0.60 -4.75
H -0.45 0.13 0.20
H -0.34 -0.15 -0.47
H 0.03 -0.51 -0.39
H 0.06 0.37 0.14
C -1.86 -0.29 -3.19
O -0.73 -0.35 0.57
N 0.09 2.92 4.88
N 1.43 -2.37 -2.45
H -0.38 0.16 0.25
H 0.50 0.19 0.05
H -0.28 0.31 0.34
H -0.01 -0.74 -1.00
C -1.37 -1.92 -2.56
O 2.30 0.67 2.12
N 1.45 -0.52 -1.70
N -1.58 1.29 1.80
H -0.43 -0.06 0.30
H -0.10 0.16 0.10
H 0.31 0.98 1.11
H -0.50 -0.45 -1.08

The following is a quantum chemistry calculation of a cluster of 9 separate species, C9H33O9 in total, from OMol25.

Values from the calculation:
charge = -3
2S+1 = 1
highest occupied orbital energy = 3.121 eV
Kohn-Sham gap = 3.11 eV

Last column: natural (NBO) charge in e.
Element x y z (Å)
C 0.83760 0.40674 -0.20988  -0.151
O 2.10778 0.89517 -0.21400  -0.952
H 0.55118 -0.33782 -0.98973  0.070
H 0.60896 -0.16823 0.72097  0.069
H 0.06946 1.21646 -0.27250  0.048
C 0.20407 0.64828 4.20241  -0.199
O 1.50270 1.07000 4.15847  -0.979
H 0.07599 -0.34834 4.69339  0.053
H -0.40724 1.35086 4.82344  0.050
H -0.27839 0.59184 3.20516  0.095
C 0.15218 0.39105 -4.44025  -0.198
O 1.46016 0.00243 -4.51999  -0.965
H -0.47214 0.25354 -5.36011  0.029
H -0.45018 -0.09562 -3.64510  0.075
H 0.15299 1.48825 -4.27467  0.084
C 3.60164 -1.42479 2.46166  -0.264
O 4.67634 -0.65474 1.96025  -0.707
H 3.87471 -2.44873 2.76247  0.102
H 3.09803 -0.96620 3.31483  0.231
H 2.82917 -1.53916 1.69423  0.185
H 5.27277 -1.24792 1.50045  0.441
C -1.03258 -1.88037 2.33283  -0.262
O -1.64799 -2.69042 1.34503  -0.768
H -0.25070 -1.22816 1.93520  0.212
H -1.73281 -1.26739 2.90874  0.150
H -0.53007 -2.54688 3.03564  0.156
H -2.06317 -2.12822 0.67949  0.483
C -2.18646 2.52373 -2.84973  -0.275
O -3.27338 3.13237 -2.14485  -0.733
H -2.44566 1.69843 -3.52060  0.161
H -1.61284 3.22596 -3.44938  0.182
H -1.51289 2.09617 -2.10284  0.201
H -3.57494 2.45650 -1.53942  0.445
C 3.73633 -2.00154 -1.16997  -0.263
O 3.32084 -1.63025 -2.48023  -0.694
H 3.48565 -1.23941 -0.42611  0.245
H 3.42990 -2.99126 -0.80680  0.125
H 4.83438 -2.09117 -1.22552  0.110
H 2.76760 -2.31734 -2.85329  0.457
C -2.10258 -0.72564 -1.30393  -0.293
O -3.19201 -0.85111 -0.37106  -0.761
H -2.41768 -0.44402 -2.31022  0.165
H -1.45511 0.05552 -0.89491  0.217
H -1.54742 -1.66005 -1.33959  0.196
H -3.69403 -0.03759 -0.42959  0.447
C -2.13861 2.22055 1.37431  -0.278
O -3.37200 2.81351 0.95076  -0.736
H -1.48308 1.93219 0.55039  0.199
H -1.56966 2.94674 1.95538  0.192
H -2.33404 1.41162 2.08286  0.171
H -3.87276 2.13447 0.49592  0.430

Forces on the atoms, in the same order (eV/Å):
C 1.84 0.27 0.38
O -0.96 -0.61 -0.22
H 0.28 0.09 -0.56
H -0.29 0.20 0.28
H -0.38 0.09 -0.12
C 1.52 0.85 0.23
O -0.46 -0.45 0.31
H -0.26 -0.33 -0.02
H -0.62 0.01 0.06
H -0.18 -0.04 -0.01
C 1.88 0.19 -0.20
O -1.06 -0.55 -0.58
H -0.23 -0.15 -0.47
H -0.10 0.01 0.36
H -0.72 0.34 0.31
C -1.09 -0.55 -0.22
O 0.51 -0.05 0.64
H 0.42 0.05 0.01
H 0.32 0.56 -0.11
H -0.01 0.17 -0.05
H -0.13 0.02 -0.22
C 0.50 0.02 0.29
O -0.24 -0.34 -0.12
H -0.25 -0.02 -0.11
H -0.15 -0.03 -0.14
H -0.11 -0.11 0.03
H 0.04 0.13 0.33
C 0.82 -0.67 0.46
O -0.25 0.12 -0.94
H -0.44 0.10 0.01
H -0.28 0.38 0.21
H 0.33 0.06 -0.24
H -0.02 0.16 0.27
C 0.94 0.03 -0.23
O 0.17 -0.49 0.56
H -0.31 0.21 -0.30
H -0.54 0.03 -0.26
H 0.13 0.15 0.28
H -0.33 0.29 -0.09
C 0.45 0.79 0.36
O -0.60 -0.53 -0.33
H -0.15 -0.15 0.02
H 0.30 -0.24 -0.44
H -0.11 0.01 0.06
H -0.02 0.03 0.16
C 0.40 0.07 0.71
O -0.20 0.25 -0.05
H -0.24 -0.25 0.03
H -0.21 0.24 -0.13
H 0.15 -0.26 -0.32
H -0.04 -0.08 0.12

The following is a quantum chemistry calculation of a cluster of 13 separate species, C9H35F5N5O18S in total, from OMol25.

Values from the calculation:
charge = +1
2S+1 = 1
highest occupied orbital energy = -12.487 eV
Kohn-Sham gap = 9.20 eV

Last column: Löwdin charge in e.
Element x y z (Å)
O -4.23463 1.65669 3.21973  0.130
N -3.14822 1.42288 3.52226  0.016
O -3.04429 0.07432 4.02605  -0.099
C -2.01777 -0.03265 4.96153  -0.189
N -0.67432 0.19820 4.38822  0.170
C -0.26605 -0.32550 3.26495  -0.286
N -0.95139 -1.11085 2.43053  0.255
C -0.14858 -1.38678 1.41401  -0.234
C -0.54209 -2.23069 0.27466  -0.073
C 0.65535 -2.48567 -0.65469  -0.132
C 1.13960 -1.23153 -1.41802  -0.090
C 0.11096 -0.16713 -1.64118  -0.523
O 0.38861 1.00251 -1.42540  0.088
O -1.07767 -0.54522 -2.09718  0.121
N 1.04464 -0.82335 1.56388  0.169
N 0.99953 -0.13246 2.74076  -0.054
S 2.33813 0.70553 3.27751  0.764
O 3.34520 -0.23490 3.61031  -0.187
O 1.99353 1.63389 4.29436  -0.194
C 2.98735 1.63202 1.82170  -0.445
F 3.39187 0.76165 0.87072  0.115
F 2.03893 2.39445 1.27643  0.137
C 4.23260 2.50984 2.16654  -0.578
F 3.93700 3.43955 3.06582  0.202
F 5.21613 1.73847 2.60829  0.208
F 4.62727 3.10622 1.03878  0.197
H -2.00548 -1.00058 5.44402  0.118
H -2.16469 0.71216 5.73407  0.135
H -0.07180 0.79935 4.92610  0.143
H -1.41797 -1.82877 -0.21896  0.132
H -0.83827 -3.19046 0.69067  0.143
H 0.43615 -3.29893 -1.33047  0.124
H 1.48472 -2.79987 -0.02457  0.115
H 2.00440 -0.76407 -0.96331  0.094
H 1.47866 -1.55475 -2.39887  0.102
H -1.53860 0.24816 -2.42863  0.089
H 1.81045 -0.92358 0.91298  0.150
O -2.89654 1.27797 -3.33108  -0.037
H -2.75768 2.02527 -3.91939  0.062
H -3.66243 0.81649 -3.69665  0.014
O -4.40512 -0.74215 6.97013  -0.051
H -4.47827 -0.53195 6.03263  0.014
H -5.31669 -0.87189 7.24900  0.045
O -1.00977 -1.38988 7.63176  -0.049
H -0.13225 -1.76636 7.74986  0.042
H -1.36997 -1.33899 8.52274  0.051
O -5.25030 0.09139 -4.90855  -0.044
H -5.36416 0.39696 -5.81377  0.062
H -6.13556 -0.17024 -4.63134  0.063
O 1.69432 -2.33918 -4.44098  -0.049
H 1.92144 -1.61387 -5.03636  0.010
H 0.88892 -2.71366 -4.81830  0.017
O 2.97692 1.85595 -1.98835  -0.038
H 3.04591 1.45183 -1.11873  -0.003
H 3.52388 2.64861 -1.94117  0.059
O -5.04468 -2.73440 -4.03449  -0.059
H -4.65073 -3.05804 -4.84895  0.033
H -4.68085 -1.84919 -3.93774  0.000
O -0.69308 -4.22668 -5.56586  -0.042
H -0.97152 -4.33669 -6.47986  0.045
H -1.31473 -4.75705 -5.05913  0.041
O 2.61644 5.19781 0.33757  -0.033
H 2.64674 4.24428 0.28544  -0.016
H 2.71613 5.40216 1.27258  0.039
O 2.57085 1.42727 -5.04590  -0.056
H 2.60426 0.46698 -5.06397  -0.015
H 2.68402 1.65596 -4.11510  -0.004
O 3.33519 -0.88660 -6.79609  -0.041
H 3.46229 -0.52752 -7.67914  0.055
H 4.22777 -1.05352 -6.47792  0.055
O -0.82299 3.55315 2.02496  -0.054
H -0.91404 3.76270 1.08899  0.046
H 0.12006 3.62160 2.19121  0.003

Forces on the atoms, in the same order (eV/Å):
O 0.12 -0.23 -0.25
N 0.02 0.72 0.27
O -0.46 -0.88 0.09
C 0.43 0.35 -0.01
N -0.33 0.21 0.38
C -0.20 -0.09 -0.53
N -0.17 0.10 0.41
C -0.84 0.08 0.35
C 0.99 -0.77 -0.18
C -0.13 0.76 0.14
C -0.51 -0.86 -0.30
C 0.59 1.80 0.29
O -0.47 -0.83 0.05
O 0.44 -0.58 -0.18
N -0.60 -0.91 -0.75
N 0.79 1.16 0.12
S 1.89 -0.33 1.93
O -0.04 -0.43 -0.90
O -1.31 0.26 -0.53
C -0.01 0.23 -0.79
F -0.07 -0.37 0.27
F -0.25 0.04 0.29
C 0.57 0.15 0.16
F -0.10 -0.20 -0.13
F -0.24 0.14 0.01
F -0.23 -0.24 0.19
H -0.48 -0.30 -0.17
H 0.30 0.14 0.24
H 0.24 0.13 -0.13
H -0.08 0.24 -0.08
H -0.22 -0.09 0.23
H -0.11 -0.10 -0.17
H 0.12 -0.47 -0.04
H 0.12 0.21 0.12
H 0.06 -0.04 -0.30
H -0.51 0.30 -0.13
H 0.37 0.41 0.36
O 0.11 -0.15 0.14
H 0.11 0.05 0.03
H -0.14 0.00 -0.11
O 0.05 0.08 -0.16
H -0.07 -0.05 -0.04
H 0.00 -0.02 0.10
O 0.21 0.06 -0.12
H 0.00 -0.04 0.04
H -0.16 0.02 -0.04
O 0.00 0.11 0.09
H 0.10 0.02 -0.04
H 0.01 -0.04 0.06
O -0.08 0.24 0.11
H 0.07 -0.21 -0.17
H -0.05 -0.20 -0.07
O 0.32 0.25 -0.02
H -0.13 0.03 -0.21
H 0.07 -0.03 -0.08
O 0.03 -0.11 0.15
H -0.03 -0.03 -0.06
H 0.01 0.05 -0.11
O -0.03 0.11 0.04
H 0.08 0.02 -0.06
H 0.02 -0.02 0.07
O -0.10 0.25 0.05
H -0.04 -0.16 -0.13
H 0.04 0.10 -0.01
O -0.04 0.11 0.20
H 0.13 0.04 -0.24
H -0.09 -0.04 0.06
O 0.03 -0.18 0.14
H -0.13 0.12 0.00
H 0.02 -0.04 0.02
O 0.02 -0.25 0.01
H -0.05 0.03 -0.02
H 0.05 0.18 0.02